Computed, not measured: a cluster of 2 separate species, CFN2O in total, with ωB97M-V/def2-TZVPD.

As for the net charge: -1. The calculation puts the HOMO energy at -4.27 eV. As for the spin multiplicity: 1.

Last column: natural (NBO) charge in e.
CARTESIAN COORDINATES (ANGSTROEM)
C  0.868  0.013  0.040  0.37
N  2.015  -0.139  -0.113  -0.47
N  -0.588  0.296  0.438  0.17
O  -1.141  1.162  -0.264  -0.44
F  -1.154  -1.332  -0.101  -0.62

***

Computed, not measured: the ion CFN2OS with charge -1, with ωB97M-V/def2-TZVPD.

As for the net charge: -1. The calculation puts the HOMO energy at -3.73 eV. As for the SMILES: N#C[N-]OSF. As for the spin multiplicity: 1.

Last column: natural (NBO) charge in e.
CARTESIAN COORDINATES (ANGSTROEM)
C  -0.270  0.708  -1.287  0.35
N  0.585  1.356  -1.696  -0.52
N  -1.254  0.178  -0.618  -0.42
O  -0.984  -0.246  0.682  -0.50
F  1.621  -1.652  1.306  -0.60
S  0.302  -0.344  1.614  0.70

***

Computed, not measured: a structure of composition CFN4, with ωB97M-V/def2-TZVPD.

As for the net charge: -1. The calculation puts the HOMO energy at -3.61 eV. As for the spin multiplicity: 1.

Last column: natural (NBO) charge in e.
CARTESIAN COORDINATES (ANGSTROEM)
C  -0.029  0.766  0.373  0.47
N  -1.258  -0.454  -0.456  -0.32
N  1.011  0.035  0.348  -0.42
N  -0.396  -1.256  -0.798  -0.08
N  0.847  -1.115  -0.424  -0.28
F  -0.176  2.024  0.956  -0.37

***

Computed, not measured: the ion CFN4 with charge -1, with ωB97M-V/def2-TZVPD.

As for the net charge: -1. The calculation puts the HOMO energy at -3.62 eV. As for the spin multiplicity: 1.

Last column: natural (NBO) charge in e.
CARTESIAN COORDINATES (ANGSTROEM)
C  0.027  0.892  -0.619  0.13
N  -0.269  -0.333  -1.019  -0.50
N  0.382  -0.492  2.225  -0.19
N  -0.188  -1.142  0.072  -0.21
N  0.116  -0.661  1.131  0.23
F  -0.067  1.737  -1.791  -0.46

***

Computed, not measured: a structure of composition CH10BrCrN2, with ωB97M-V/def2-TZVPD.

As for the net charge: -1. The calculation puts the HOMO energy (alpha / beta) at -1.18 / -3.39 eV. As for the expectation value of S²: 6.038. As for the spin multiplicity: 5.

Last column: natural (NBO) charge in e.
CARTESIAN COORDINATES (ANGSTROEM)
C  -2.045  0.305  -0.862  -1.12
Cr  -0.332  0.494  0.251  0.72
N  1.407  0.140  1.550  -1.04
N  0.831  -0.554  -1.106  -1.08
H  1.325  -0.787  1.983  0.39
H  0.417  1.855  0.466  -0.54
H  -2.789  0.930  -0.339  0.19
H  -2.514  -0.680  -1.057  0.18
H  -1.839  0.787  -1.837  0.15
H  1.144  -1.451  -0.722  0.37
H  1.664  -0.031  -1.388  0.38
H  0.334  -0.789  -1.973  0.39
H  2.318  0.199  1.081  0.36
H  1.456  0.808  2.326  0.39
Br  -1.377  -1.225  1.626  -0.74

***

Computed, not measured: a structure of composition CH10F3O8SZn, with ωB97M-V/def2-TZVPD.

As for the net charge: +1. The calculation puts the HOMO energy at -12.43 eV. As for the spin multiplicity: 1.

Last column: natural (NBO) charge in e.
CARTESIAN COORDINATES (ANGSTROEM)
Zn  -1.478  0.538  0.174  1.09
C  5.109  -0.967  -1.481  0.72
F  4.213  -1.113  -2.508  -0.32
F  5.595  -2.155  -1.271  -0.28
F  5.982  -0.088  -1.978  -0.28
S  4.194  -0.471  0.017  2.24
O  3.926  -1.647  0.839  -0.73
O  4.969  0.538  0.722  -0.73
O  2.941  0.108  -0.455  -0.73
O  -1.967  4.055  -0.219  -0.97
H  -2.173  4.642  0.509  0.49
H  -1.893  4.632  -0.979  0.49
O  -5.137  -0.045  0.705  -0.96
H  -5.600  -0.751  1.156  0.48
H  -5.815  0.401  0.198  0.48
O  -1.068  1.324  3.854  -0.96
H  -0.492  1.635  4.552  0.49
H  -1.856  1.024  4.309  0.48
O  -1.878  -0.347  -3.279  -0.96
H  -1.800  -1.200  -3.707  0.49
H  -2.531  0.123  -3.798  0.48
O  -1.095  -3.023  0.838  -0.96
H  -0.439  -3.625  0.487  0.49
H  -1.706  -3.585  1.314  0.48

***

Computed, not measured: a cluster of 3 separate species, CH10N3O2 in total, with ωB97M-V/def2-TZVPD.

As for the net charge: +2. The calculation puts the HOMO energy (alpha / beta) at -19.54 / -19.00 eV. As for the expectation value of S²: 0.759. As for the spin multiplicity: 2.

Last column: natural (NBO) charge in e.
CARTESIAN COORDINATES (ANGSTROEM)
N  0.674  -0.371  -0.490  -0.27
C  1.111  0.139  0.723  0.60
N  1.035  1.419  0.929  -0.65
N  1.699  -0.730  1.525  -0.63
H  0.301  0.326  -1.221  0.47
H  0.431  -1.362  -0.531  0.45
H  1.410  1.908  1.731  0.47
H  0.415  1.957  0.336  0.45
H  2.040  -1.627  1.203  0.46
H  1.975  -0.424  2.453  0.46
H  -1.261  0.209  -2.583  0.52
H  -1.002  1.711  -2.697  0.54
O  -0.728  0.920  -2.210  -0.96
H  -2.992  -0.810  0.698  0.50
H  -2.662  -2.097  0.143  0.49
O  -2.446  -1.167  -0.009  -0.91

***

Computed, not measured: a cluster of 3 separate species, CH10N3O2 in total, with ωB97M-V/def2-TZVPD.

As for the net charge: +2. The calculation puts the HOMO energy (alpha / beta) at -18.69 / -18.69 eV. As for the expectation value of S²: 0.771. As for the spin multiplicity: 2.

Last column: natural (NBO) charge in e.
CARTESIAN COORDINATES (ANGSTROEM)
N  0.762  0.207  1.105  -0.58
C  0.996  1.199  0.330  0.60
N  0.331  1.453  -0.828  -0.46
N  2.116  2.018  0.544  -0.50
H  -0.244  -0.168  1.017  0.49
H  1.401  -0.091  1.848  0.48
H  0.877  1.733  -1.634  0.46
H  -0.689  1.570  -0.776  0.49
H  2.619  2.273  -0.315  0.44
H  2.061  2.841  1.164  0.48
H  -1.516  -1.652  -0.103  0.54
H  -2.369  -0.456  0.410  0.52
O  -1.467  -0.715  0.193  -1.00
H  -1.147  -3.275  -1.595  0.50
H  -2.246  -3.759  -0.657  0.51
O  -1.485  -3.181  -0.704  -0.96

***

Computed, not measured: a cluster of 3 separate species, CH10NO2 in total, with ωB97M-V/def2-TZVPD.

As for the net charge: +1. The calculation puts the HOMO energy at -16.17 eV. As for the spin multiplicity: 1.

Last column: natural (NBO) charge in e.
CARTESIAN COORDINATES (ANGSTROEM)
C  0.568  -1.388  0.183  -0.46
N  0.227  -0.232  -0.556  -0.71
H  -0.027  -2.350  -0.172  0.24
H  1.660  -1.472  0.400  0.25
H  0.178  -1.326  1.150  0.23
H  0.566  -0.399  -1.548  0.44
H  0.653  0.608  -0.087  0.47
H  -0.818  -0.118  -0.603  0.47
H  2.083  2.131  0.492  0.48
H  1.906  2.226  1.918  0.50
O  1.835  1.586  1.247  -0.95
H  -3.135  0.461  -1.521  0.49
H  -3.057  -0.211  -0.123  0.50
O  -2.640  0.484  -0.780  -0.95

***

Computed, not measured: a cluster of 4 separate species, CH10NO4 in total, with ωB97M-V/def2-TZVPD.

As for the net charge: -1. The calculation puts the HOMO energy at -4.54 eV. As for the spin multiplicity: 1.

Last column: natural (NBO) charge in e.
CARTESIAN COORDINATES (ANGSTROEM)
N  2.337  1.096  -1.199  -0.85
C  1.445  -0.021  -0.973  0.11
O  0.151  0.078  -1.453  -0.85
H  1.987  1.915  -0.751  0.34
H  2.145  1.372  -2.159  0.34
H  1.422  -0.271  0.096  0.13
H  1.821  -0.906  -1.489  0.13
H  -2.798  0.346  -0.576  0.42
H  -0.745  0.326  -1.002  0.53
O  -1.948  0.510  -0.159  -1.27
H  -1.155  -0.156  2.780  0.44
H  -1.785  0.746  1.723  0.53
O  -1.266  0.773  2.557  -0.99
H  -0.174  -1.526  1.444  0.47
H  -1.004  -1.981  0.227  0.50
O  -0.432  -2.300  0.936  -0.97

***

Computed, not measured: a structure of composition CH10Na6O8, with ωB97M-V/def2-TZVPD.

As for the net charge: +4. The calculation puts the HOMO energy at -16.79 eV. As for the spin multiplicity: 1.

Last column: natural (NBO) charge in e.
CARTESIAN COORDINATES (ANGSTROEM)
Na  -3.782  -1.144  -14.972  0.99
Na  -1.686  4.770  -18.393  1.00
Na  -5.304  0.782  -20.394  1.00
Na  -1.854  3.157  -13.927  0.98
Na  -5.760  3.911  -11.354  1.00
Na  -6.579  6.089  -15.395  0.99
C  -4.944  2.515  -16.454  0.90
O  -5.234  2.692  -15.197  -1.02
O  -3.884  2.029  -16.828  -0.95
O  -5.595  3.067  -17.344  -0.89
O  -9.467  2.655  -17.671  -0.93
H  -8.529  2.848  -17.663  0.46
H  -9.689  2.503  -16.753  0.47
O  -5.117  -1.956  -18.329  -0.98
H  -5.703  -2.649  -18.635  0.50
H  -4.281  -2.396  -18.180  0.48
O  -0.452  0.337  -18.990  -0.92
H  -1.255  0.739  -18.659  0.45
H  -0.458  0.527  -19.928  0.48
O  -5.651  6.634  -19.388  -0.94
H  -5.702  5.689  -19.241  0.47
H  -6.486  6.973  -19.065  0.48
O  -8.670  1.071  -13.790  -0.94
H  -8.919  0.202  -14.105  0.48
H  -7.836  1.253  -14.223  0.46

***

Computed, not measured: a cluster of 4 separate species, CH10O4 in total, with ωB97M-V/def2-TZVPD.

The calculation puts the HOMO energy at -10.60 eV. As for the SMILES: CO.O.O.O. As for the spin multiplicity: 1.

Last column: natural (NBO) charge in e.
CARTESIAN COORDINATES (ANGSTROEM)
C  1.096  -1.259  -4.016  -0.24
O  0.516  -0.452  -3.031  -0.73
H  2.089  -0.935  -4.210  0.17
H  1.268  -2.276  -3.686  0.16
H  0.463  -1.388  -4.868  0.18
H  1.288  0.219  -2.738  0.47
H  1.288  0.818  1.484  0.48
H  1.804  1.968  2.409  0.47
O  1.927  1.485  1.629  -0.96
H  -2.519  -0.847  4.332  0.47
H  -3.613  -0.478  5.502  0.48
O  -2.903  -0.093  4.800  -0.95
H  0.051  0.175  -0.788  0.48
H  -1.030  -0.385  0.292  0.48
O  -0.498  0.395  -0.102  -0.96

***

Computed, not measured: a cluster of 5 separate species, CH10O5 in total, with ωB97M-V/def2-TZVPD.

The calculation puts the HOMO energy at -10.36 eV. As for the SMILES: C=O.O.O.O.O. As for the spin multiplicity: 1.

Last column: natural (NBO) charge in e.
CARTESIAN COORDINATES (ANGSTROEM)
O  -1.091  2.589  1.467  -0.47
C  -0.211  2.141  0.791  0.28
H  0.227  2.729  -0.032  0.10
H  0.190  1.117  0.840  0.10
H  3.497  0.610  2.882  0.46
H  2.260  1.045  2.311  0.46
O  2.709  1.080  3.147  -0.92
H  0.309  -2.359  -4.677  0.46
H  1.352  -1.995  -3.719  0.46
O  0.596  -1.614  -4.156  -0.93
H  1.582  -0.815  4.370  0.47
H  2.381  -1.720  3.670  0.45
O  1.433  -1.618  3.881  -0.92
H  -5.341  -1.038  -4.052  0.48
H  -4.557  0.199  -3.335  0.48
O  -5.335  -0.350  -3.389  -0.96

***

Computed, not measured: a cluster of 5 separate species, CH10O6 in total, with ωB97M-V/def2-TZVPD.

The calculation puts the HOMO energy at -10.64 eV. As for the SMILES: O=CO.O.O.O.O. As for the spin multiplicity: 1.

Last column: natural (NBO) charge in e.
CARTESIAN COORDINATES (ANGSTROEM)
O  0.368  0.674  2.026  -0.60
C  1.027  -0.319  2.411  0.66
O  0.821  -0.851  3.660  -0.72
H  1.874  -0.722  1.725  0.13
H  -0.030  -1.052  3.901  0.51
H  -0.253  0.046  -1.158  0.48
H  -1.659  -0.375  -1.565  0.48
O  -0.926  -0.630  -0.991  -0.96
H  -1.870  2.173  -4.269  0.48
H  -0.952  0.957  -4.624  0.47
O  -1.090  1.643  -4.016  -0.95
H  1.112  2.155  0.195  0.49
H  1.617  0.987  -0.767  0.46
O  1.461  2.001  -0.712  -0.95
H  -1.115  -1.994  0.957  0.50
H  0.200  -2.552  1.435  0.47
O  -0.586  -2.139  1.793  -0.95

***

Computed, not measured: a cluster of 6 separate species, CH10O6 in total, with ωB97M-V/def2-TZVPD.

The calculation puts the HOMO energy at -10.02 eV. As for the spin multiplicity: 1.

Last column: natural (NBO) charge in e.
CARTESIAN COORDINATES (ANGSTROEM)
H  0.327  0.353  -0.443  0.51
O  0.685  -0.824  -0.934  -0.89
O  -0.187  1.423  0.148  -0.77
H  1.057  -0.600  -1.805  0.52
H  1.500  -1.172  -0.509  0.53
C  -0.311  1.275  1.456  0.66
H  -0.929  2.063  1.786  0.11
O  0.039  0.276  2.101  -0.70
O  -2.866  0.053  0.535  -0.93
H  -2.190  -0.600  0.557  0.47
H  -3.633  -0.415  0.961  0.47
O  0.673  0.791  -2.840  -0.99
H  -0.135  0.949  -3.318  0.50
H  0.830  1.569  -2.106  0.51
O  1.990  -1.860  1.145  -0.98
H  1.266  -2.351  1.512  0.48
H  1.883  -0.930  1.755  0.52

***

Computed, not measured: a cluster of 4 separate species, CH11N3O3 in total, with ωB97M-V/def2-TZVPD.

The calculation puts the HOMO energy at -9.40 eV. As for the SMILES: N=C(N)N.O.O.O. As for the spin multiplicity: 1.

Last column: natural (NBO) charge in e.
CARTESIAN COORDINATES (ANGSTROEM)
N  0.721  -1.093  1.070  -0.83
C  -0.440  -0.456  0.800  0.62
N  -1.540  -1.265  0.743  -0.82
N  -0.538  0.821  0.588  -0.93
H  0.677  -2.037  1.424  0.39
H  1.578  -0.709  0.709  0.42
H  -2.414  -0.781  0.626  0.42
H  -1.436  -2.147  0.277  0.39
H  0.093  1.371  1.157  0.36
H  3.152  -0.146  -0.877  0.50
H  3.079  0.746  0.362  0.47
O  3.419  -0.107  0.055  -0.95
H  -3.424  1.983  -0.476  0.47
H  -2.295  0.949  -0.366  0.50
O  -3.265  1.037  -0.407  -0.99
H  0.850  0.724  -2.680  0.48
H  0.638  0.790  -1.159  0.49
O  1.145  0.321  -1.846  -0.99

***

Computed, not measured: a cluster of 2 separate species, CH11N4P in total, with ωB97M-V/def2-TZVPD.

As for the net charge: +2. The calculation puts the HOMO energy at -17.93 eV. As for the spin multiplicity: 1.

Last column: natural (NBO) charge in e.
CARTESIAN COORDINATES (ANGSTROEM)
C  0.143  -0.359  -0.238  -0.12
N  0.313  1.070  0.273  -0.49
N  -0.974  -0.974  0.309  -0.48
N  1.535  1.790  -0.058  -0.54
N  -2.334  -0.519  -0.006  -0.52
P  1.941  -1.313  0.018  0.29
H  0.013  -0.088  -1.729  0.23
H  0.269  0.874  1.250  0.37
H  -0.960  -1.249  1.271  0.42
H  1.575  2.100  -1.002  0.45
H  2.378  1.113  0.047  0.46
H  1.443  2.678  0.513  0.48
H  -3.100  -0.527  0.687  0.47
H  -2.358  0.523  -0.176  0.44
H  -2.628  -0.956  -0.828  0.45
H  1.868  -2.761  -0.354  0.12
H  1.579  -1.620  1.254  -0.03

***

Computed, not measured: a cluster of 4 separate species, CH11NO4 in total, with ωB97M-V/def2-TZVPD.

The calculation puts the HOMO energy at -9.35 eV. As for the SMILES: NCO.O.O.O. As for the spin multiplicity: 1.

Last column: natural (NBO) charge in e.
CARTESIAN COORDINATES (ANGSTROEM)
N  0.312  -1.926  0.114  -0.87
C  0.204  -1.824  -1.341  0.08
O  0.055  -0.422  -1.602  -0.77
H  1.174  -1.589  0.528  0.35
H  -0.516  -1.479  0.597  0.38
H  0.991  -2.367  -1.860  0.19
H  -0.754  -2.234  -1.667  0.17
H  -0.816  -0.152  -1.353  0.50
H  -2.800  0.877  0.956  0.47
H  -1.283  0.793  0.863  0.50
O  -2.131  0.495  0.404  -0.99
H  2.161  0.734  0.611  0.46
H  1.384  0.466  -0.647  0.49
O  1.739  1.177  -0.154  -0.96
H  0.625  1.964  1.389  0.50
H  -0.298  2.720  2.367  0.48
O  -0.073  1.836  2.035  -0.97

***

Computed, not measured: a cluster of 4 separate species, CH11NO4 in total, with ωB97M-V/def2-TZVPD.

The calculation puts the HOMO energy at -9.29 eV. As for the SMILES: NCO.O.O.O. As for the spin multiplicity: 1.

Last column: natural (NBO) charge in e.
CARTESIAN COORDINATES (ANGSTROEM)
N  -1.910  1.556  -1.468  -0.87
C  -1.551  0.827  -0.299  0.09
O  -1.151  -0.519  -0.570  -0.80
H  -2.569  1.278  -2.178  0.38
H  -1.183  2.113  -1.888  0.36
H  -2.507  0.715  0.220  0.15
H  -0.740  1.314  0.241  0.16
H  -0.725  -0.946  0.204  0.51
H  0.154  -2.471  2.028  0.48
H  0.783  -1.090  1.823  0.50
O  0.132  -1.696  1.441  -0.97
H  1.882  -1.362  -1.534  0.48
H  0.896  -0.203  -1.364  0.49
O  1.821  -0.474  -1.136  -0.98
H  1.836  0.671  0.920  0.49
H  2.824  -0.114  1.740  0.48
O  2.009  0.401  1.820  -0.95

***

Computed, not measured: a cluster of 4 separate species, CH11NO4 in total, with ωB97M-V/def2-TZVPD.

The calculation puts the HOMO energy at -9.66 eV. As for the SMILES: NCO.O.O.O. As for the spin multiplicity: 1.

Last column: natural (NBO) charge in e.
CARTESIAN COORDINATES (ANGSTROEM)
N  1.100  -0.398  -1.264  -0.91
C  -0.062  0.096  -1.973  0.09
O  -1.210  0.298  -1.184  -0.75
H  1.972  -0.654  -1.714  0.39
H  1.386  0.358  -0.606  0.37
H  -0.249  -0.789  -2.609  0.16
H  0.135  1.067  -2.520  0.14
H  -0.766  0.930  -0.509  0.50
H  -0.321  2.610  0.974  0.49
H  -0.225  1.118  1.594  0.52
O  -0.036  1.713  0.849  -0.99
H  0.342  -1.713  -0.019  0.50
H  -1.125  -1.534  0.040  0.48
O  -0.427  -1.846  0.554  -0.98
H  -0.336  -0.741  2.020  0.52
H  0.057  -0.418  3.602  0.50
O  -0.233  -0.098  2.765  -1.02